DFT (the ωB97M-V functional and the def2-TZVPD basis) results for a 4-piece molecular cluster, C23H48BBrNO4 overall at a distorted geometry.

## Properties
Frontier orbital gap in eV: 7.405
Max |F| in eV/Å: 6.2
Total energy in hartree: -3859.44279
Net charge: -1
E_HOMO in eV: -4.934

Each line ends with the Löwdin charge.
Cartesian coordinates (Å):
C (1.758, -4.609, -0.034)  -0.12
O (2.931, -3.787, 0.295)  -0.26
C (2.609, -2.671, 1.194)  -0.21
C (2.578, -1.190, 0.494)  -0.17
C (3.051, -1.144, -1.074)  -0.17
C (2.232, 0.145, -1.755)  -0.19
C (3.011, 1.577, -1.582)  -0.22
C (3.085, 2.152, -0.050)  -0.23
C (1.652, 2.234, 0.739)  -0.23
C (0.398, 2.807, -0.148)  -0.27
B (-1.060, 2.525, 0.634)  -1.04
Br (-2.235, 4.104, 0.211)  0.55
C (-1.628, 1.097, -0.036)  -0.11
C (-1.291, -0.365, 0.683)  -0.02
C (-1.863, -1.728, -0.097)  -0.07
C (-2.701, -1.473, -1.481)  -0.17
N (-3.053, -0.162, -2.125)  -0.05
C (-2.520, 1.046, -1.409)  -0.09
H (0.867, -4.537, 0.721)  0.08
H (1.389, -4.332, -1.108)  0.09
H (2.110, -5.751, -0.011)  0.10
H (3.465, -2.626, 2.024)  0.13
H (1.602, -2.788, 1.791)  0.11
H (3.220, -0.469, 1.158)  0.10
H (1.457, -0.821, 0.523)  0.08
H (4.213, -1.076, -1.226)  0.11
H (2.643, -2.094, -1.670)  0.11
H (1.106, 0.173, -1.428)  0.10
H (2.228, -0.093, -2.923)  0.10
H (4.127, 1.421, -1.943)  0.09
H (2.553, 2.438, -2.267)  0.12
H (3.492, 3.272, -0.132)  0.11
H (3.849, 1.540, 0.592)  0.09
H (1.810, 3.011, 1.631)  0.12
H (1.344, 1.219, 1.282)  0.09
H (0.319, 2.217, -1.182)  0.09
H (0.498, 3.959, -0.355)  0.08
H (-0.868, 2.426, 1.795)  0.03
H (-0.654, -0.467, 1.673)  0.09
H (-1.661, -2.818, 0.291)  0.05
H (-3.079, -2.456, -2.045)  0.08
H (-2.763, 2.104, -1.907)  0.09
C (-2.094, -5.007, 4.077)  -0.07
C (-1.628, -3.573, 3.888)  -0.49
C (-2.761, -2.680, 3.408)  -0.06
O (-0.568, -3.542, 2.936)  -0.08
H (-2.454, -5.430, 3.133)  0.08
H (-1.265, -5.641, 4.411)  0.08
H (-2.899, -5.066, 4.816)  0.08
H (-1.230, -3.187, 4.833)  0.14
H (-3.145, -3.021, 2.440)  0.07
H (-2.408, -1.653, 3.264)  0.07
H (-3.586, -2.669, 4.127)  0.08
H (-0.912, -3.883, 2.093)  0.06
C (5.218, -2.619, -4.125)  -0.06
C (4.711, -1.230, -4.480)  -0.50
C (5.382, -0.699, -5.736)  -0.07
O (4.970, -0.342, -3.395)  -0.09
H (6.296, -2.604, -3.929)  0.08
H (4.736, -2.983, -3.212)  0.07
H (5.020, -3.329, -4.934)  0.08
H (3.626, -1.261, -4.627)  0.14
H (6.466, -0.616, -5.597)  0.08
H (5.017, 0.306, -5.972)  0.08
H (5.189, -1.352, -6.593)  0.08
H (5.931, -0.309, -3.258)  0.10
C (-7.068, 6.752, 1.371)  -0.07
C (-6.504, 5.829, 2.440)  -0.51
C (-5.452, 4.893, 1.865)  -0.09
O (-7.561, 5.060, 3.006)  -0.07
H (-7.554, 6.178, 0.575)  0.08
H (-7.832, 7.412, 1.797)  0.07
H (-6.280, 7.369, 0.927)  0.08
H (-6.064, 6.425, 3.247)  0.14
H (-5.882, 4.253, 1.086)  0.08
H (-5.064, 4.226, 2.642)  0.08
H (-4.617, 5.454, 1.435)  0.04
H (-7.958, 4.528, 2.297)  0.09

***

DFT (the ωB97M-V functional and the def2-TZVPD basis) results for a 7-piece molecular cluster, C23H48BNO20 overall at a distorted geometry.

## Properties
Frontier orbital gap in eV: 10.161
Max |F| in eV/Å: 3.2
Total energy in hartree: -2489.59679
Net charge: 0
E_HOMO in eV: -9.923

Each line ends with the Löwdin charge.
Cartesian coordinates (Å):
N (0.524, -6.352, 2.612)  0.14
C (0.051, -5.906, 1.374)  -0.58
O (0.097, -6.595, 0.420)  0.11
C (-0.444, -4.501, 1.249)  -0.10
C (-1.077, -3.936, 2.543)  -0.14
B (-2.652, -4.095, 2.477)  -0.11
C (-3.459, -5.342, 3.028)  -0.13
C (-3.260, -6.643, 2.255)  -0.28
O (-3.700, -6.573, 0.923)  -0.04
H (-0.224, -6.491, 3.281)  0.08
H (0.908, -7.273, 2.436)  0.10
H (-1.200, -4.535, 0.486)  0.11
H (0.366, -3.867, 0.931)  0.12
H (-0.717, -4.412, 3.449)  0.09
H (-0.874, -2.881, 2.646)  0.09
H (-3.256, -3.177, 2.000)  0.08
H (-4.513, -5.129, 2.997)  0.07
H (-3.144, -5.513, 4.055)  0.11
H (-3.884, -7.393, 2.708)  0.12
H (-2.248, -7.022, 2.316)  0.10
H (-3.149, -5.955, 0.430)  0.08
C (0.836, 0.705, 2.722)  -0.04
O (-0.074, 1.804, 2.785)  -0.01
C (-1.360, 1.446, 2.850)  -0.63
O (-1.775, 0.318, 2.860)  0.12
O (-2.095, 2.555, 2.899)  0.00
C (-3.504, 2.321, 2.972)  -0.04
H (1.839, 1.117, 2.672)  0.10
H (0.752, 0.085, 3.613)  0.10
H (0.658, 0.109, 1.827)  0.09
H (-3.756, 1.768, 3.874)  0.10
H (-3.851, 1.783, 2.092)  0.10
H (-3.980, 3.297, 3.006)  0.09
C (-0.143, 1.947, -0.788)  -0.03
O (1.197, 1.786, -1.257)  0.00
C (1.298, 1.151, -2.426)  -0.62
O (0.385, 0.724, -3.082)  0.13
O (2.593, 1.075, -2.742)  -0.01
C (2.859, 0.417, -3.982)  -0.03
H (-0.094, 2.472, 0.163)  0.09
H (-0.726, 2.544, -1.487)  0.10
H (-0.613, 0.977, -0.629)  0.10
H (2.393, 0.951, -4.807)  0.10
H (2.511, -0.613, -3.953)  0.10
H (3.938, 0.427, -4.115)  0.09
C (-6.758, -3.637, 1.534)  -0.04
O (-6.821, -2.335, 2.122)  0.01
C (-7.855, -2.151, 2.941)  -0.62
O (-8.699, -2.966, 3.211)  0.13
O (-7.792, -0.904, 3.414)  0.00
C (-8.848, -0.565, 4.314)  -0.04
H (-5.878, -3.661, 0.897)  0.09
H (-6.656, -4.400, 2.303)  0.09
H (-7.640, -3.825, 0.925)  0.10
H (-8.827, -1.209, 5.192)  0.10
H (-9.815, -0.638, 3.818)  0.10
H (-8.679, 0.463, 4.620)  0.09
C (5.098, 3.324, -2.507)  -0.04
O (5.152, 3.913, -3.808)  0.00
C (4.848, 5.212, -3.837)  -0.62
O (4.550, 5.889, -2.889)  0.13
O (4.933, 5.627, -5.102)  0.00
C (4.630, 7.011, -5.290)  -0.04
H (5.362, 2.277, -2.623)  0.09
H (5.816, 3.798, -1.839)  0.10
H (4.094, 3.390, -2.095)  0.09
H (5.328, 7.638, -4.737)  0.10
H (3.607, 7.225, -4.986)  0.10
H (4.729, 7.221, -6.351)  0.09
C (3.311, 4.176, -8.561)  -0.03
O (3.360, 4.755, -9.866)  0.01
C (3.057, 6.052, -9.899)  -0.62
O (2.760, 6.735, -8.954)  0.12
O (3.140, 6.464, -11.164)  0.00
C (2.838, 7.847, -11.354)  -0.04
H (3.571, 3.126, -8.664)  0.09
H (4.030, 4.654, -7.899)  0.09
H (2.307, 4.250, -8.147)  0.10
H (3.537, 8.473, -10.802)  0.10
H (1.817, 8.063, -11.048)  0.10
H (2.943, 8.045, -12.417)  0.09
C (1.856, -0.918, 8.179)  -0.04
O (3.058, -1.603, 7.825)  0.01
C (3.003, -2.242, 6.656)  -0.62
O (2.055, -2.281, 5.915)  0.12
O (4.180, -2.833, 6.450)  0.01
C (4.265, -3.563, 5.224)  -0.04
H (2.037, -0.447, 9.140)  0.09
H (1.619, -0.152, 7.443)  0.10
H (1.028, -1.618, 8.273)  0.10
H (4.123, -2.901, 4.372)  0.10
H (3.531, -4.366, 5.202)  0.10
H (5.263, -3.988, 5.184)  0.09

***

DFT (the ωB97M-V functional and the def2-TZVPD basis) results for C23H48HfO5P4 as an isolated structure at a distorted geometry.

## Properties
Frontier orbital gap (spin up / spin down) in eV: 2.857 / 2.832
ΔE to the lowest compared entry with this formula, charge and spin in kJ/mol: 0.0
Max |F| in eV/Å: 12.9
Total energy in hartree: -2693.22798
Net charge: +4
E_HOMO (spin up / spin down) in eV: -17.892 / -17.892

Each line ends with the Löwdin charge.
Cartesian coordinates (Å):
P (-1.249, 1.632, -3.094)  0.86
C (-2.421, 0.274, -3.196)  -0.16
H (-3.032, 0.419, -4.110)  0.10
H (-3.085, 0.203, -2.311)  0.02
H (-1.868, -0.677, -3.284)  0.08
C (-2.066, 3.139, -2.624)  -0.14
H (-1.323, 3.923, -2.463)  0.08
H (-2.661, 3.000, -1.718)  0.06
H (-2.715, 3.427, -3.464)  0.11
C (-0.426, 1.863, -4.669)  -0.16
H (-1.106, 2.381, -5.367)  0.10
H (-0.160, 0.872, -5.068)  0.09
H (0.487, 2.459, -4.528)  0.07
P (3.529, -1.456, -0.914)  0.77
C (2.570, -3.000, -1.011)  -0.22
H (3.222, -3.844, -1.283)  0.09
H (1.782, -2.901, -1.765)  0.05
H (2.106, -3.216, -0.041)  0.05
C (4.358, -1.430, -2.524)  -0.23
H (4.987, -0.542, -2.626)  0.04
H (3.609, -1.423, -3.321)  0.07
H (4.979, -2.324, -2.622)  0.09
C (4.876, -2.005, 0.172)  -0.21
H (5.355, -2.878, -0.285)  0.09
H (4.485, -2.287, 1.153)  0.06
H (5.627, -1.222, 0.307)  0.05
P (0.600, 0.876, 3.169)  0.91
C (-0.742, -0.145, 3.813)  -0.16
H (-1.256, 0.347, 4.658)  0.10
H (-0.344, -1.101, 4.169)  0.08
H (-1.489, -0.359, 3.040)  0.04
C (1.730, 1.121, 4.543)  -0.18
H (1.208, 1.558, 5.406)  0.09
H (2.540, 1.788, 4.235)  0.06
H (2.162, 0.157, 4.828)  0.08
C (-0.168, 2.520, 3.006)  -0.17
H (-0.305, 2.964, 4.004)  0.10
H (-1.145, 2.477, 2.514)  0.04
H (0.459, 3.209, 2.439)  0.03
Hf (2.340, 1.001, -0.453)  1.43
C (0.157, 1.398, -1.889)  -0.17
O (0.208, 0.813, -0.777)  -0.20
C (1.821, -0.002, 1.711)  -0.32
O (2.201, -1.097, 2.141)  -0.04
C (4.031, 1.856, 0.781)  -0.10
C (2.862, 2.652, 0.927)  -0.12
C (2.206, 3.172, -0.230)  -0.11
C (2.748, 2.878, -1.522)  -0.09
C (3.871, 2.011, -1.652)  -0.11
C (4.550, 1.554, -0.487)  -0.10
H (4.496, 1.464, 1.689)  0.17
H (2.474, 2.852, 1.931)  0.13
H (1.351, 3.839, -0.090)  0.17
H (2.279, 3.323, -2.401)  0.15
H (4.286, 1.762, -2.627)  0.17
H (5.461, 0.962, -0.558)  0.15
C (-0.893, -4.192, 0.791)  -0.06
C (-1.198, -3.083, -0.182)  -0.30
O (-1.433, -1.830, 0.527)  -0.34
P (-2.766, -0.911, 0.125)  0.87
O (-3.833, -1.334, 1.306)  -0.32
C (-4.466, -2.634, 1.422)  -0.25
C (-5.030, -3.150, 0.116)  -0.08
O (-2.354, 0.587, 0.681)  -0.38
C (-3.366, 1.539, 1.122)  -0.29
C (-4.575, 1.612, 0.231)  -0.07
H (0.004, -3.990, 1.390)  0.08
H (-0.703, -5.109, 0.223)  0.10
H (-1.735, -4.399, 1.461)  0.08
H (-0.345, -2.943, -0.862)  0.08
H (-2.068, -3.352, -0.805)  0.10
H (-3.726, -3.343, 1.830)  0.11
H (-5.254, -2.517, 2.178)  0.13
H (-4.226, -3.552, -0.514)  0.06
H (-5.716, -3.973, 0.351)  0.10
H (-5.575, -2.385, -0.452)  0.09
H (-3.644, 1.290, 2.155)  0.13
H (-2.849, 2.505, 1.150)  0.10
H (-5.149, 0.681, 0.277)  0.08
H (-5.233, 2.392, 0.628)  0.11
H (-4.317, 1.851, -0.811)  0.06

***

DFT (the ωB97M-V functional and the def2-TZVPD basis) results for C23H49B3O10S5 as an isolated structure at a distorted geometry.

## Properties
Frontier orbital gap in eV: 8.938
ΔE to the lowest compared entry with this formula, charge and spin in kJ/mol: 0.0
Max |F| in eV/Å: 1.1
Total energy in hartree: -3723.81365
Net charge: 0
E_HOMO in eV: -8.496

Each line ends with the Löwdin charge.
Cartesian coordinates (Å):
C (8.925, -0.073, 1.172)  0.02
C (8.169, 0.055, -0.112)  -0.55
O (7.910, -0.883, -0.798)  0.12
O (7.770, 1.314, -0.385)  -0.01
C (7.891, 1.722, -1.748)  -0.18
C (6.737, 2.641, -2.093)  -0.16
C (6.701, 3.923, -1.239)  -0.04
B (5.208, 4.309, -0.963)  -0.54
O (4.598, 5.431, -1.521)  0.26
B (3.284, 5.099, -1.822)  -0.30
O (2.481, 4.778, -0.749)  0.29
B (3.172, 4.028, 0.183)  -0.55
C (2.618, 3.755, 1.622)  -0.04
C (1.211, 3.109, 1.607)  -0.15
C (0.964, 2.228, 0.413)  -0.25
C (1.807, 1.165, 0.081)  -0.03
C (1.545, 0.380, -1.037)  -0.08
C (0.428, 0.611, -1.831)  -0.08
C (-0.435, 1.646, -1.498)  -0.08
C (-0.159, 2.449, -0.394)  -0.05
O (4.411, 3.488, -0.180)  0.28
H (9.648, -0.873, 1.094)  0.09
H (8.204, -0.352, 1.940)  0.09
H (9.362, 0.870, 1.477)  0.08
H (7.857, 0.867, -2.417)  0.12
H (8.844, 2.225, -1.916)  0.13
H (5.832, 2.066, -1.898)  0.12
H (6.762, 2.863, -3.157)  0.12
H (7.207, 4.750, -1.731)  0.11
H (7.188, 3.747, -0.281)  0.11
H (2.925, 5.007, -2.949)  0.13
H (2.541, 4.711, 2.140)  0.11
H (3.308, 3.128, 2.180)  0.11
H (1.034, 2.565, 2.534)  0.11
H (0.470, 3.905, 1.596)  0.11
H (2.672, 0.980, 0.703)  0.12
H (2.222, -0.424, -1.273)  0.09
H (0.197, -0.009, -2.682)  0.07
H (-1.329, 1.854, -2.066)  0.10
H (-0.840, 3.253, -0.148)  0.11
C (-0.337, -3.438, 1.351)  -0.26
S (1.041, -3.634, 0.216)  0.83
O (0.979, -2.489, -0.729)  -0.55
C (0.372, -5.065, -0.643)  -0.27
H (-0.141, -2.558, 1.961)  0.05
H (-1.259, -3.297, 0.786)  0.05
H (-0.410, -4.318, 1.990)  0.05
H (-0.601, -4.813, -1.067)  0.05
H (0.281, -5.897, 0.055)  0.05
H (1.065, -5.329, -1.439)  0.05
C (-0.318, -2.954, -3.829)  -0.28
S (-1.046, -1.834, -5.033)  0.82
O (-1.262, -0.538, -4.329)  -0.56
C (-2.638, -2.654, -5.111)  -0.26
H (0.681, -2.594, -3.591)  0.05
H (-0.926, -2.961, -2.924)  0.04
H (-0.257, -3.954, -4.259)  0.06
H (-3.079, -2.679, -4.115)  0.02
H (-2.509, -3.664, -5.504)  0.05
H (-3.282, -2.085, -5.778)  0.06
C (-3.076, -0.473, -1.315)  -0.26
S (-4.066, -1.959, -1.176)  0.81
O (-4.567, -2.286, -2.543)  -0.56
C (-5.391, -1.188, -0.259)  -0.28
H (-2.186, -0.709, -1.896)  0.02
H (-3.647, 0.304, -1.823)  0.07
H (-2.785, -0.144, -0.318)  0.04
H (-5.808, -0.363, -0.836)  0.07
H (-5.006, -0.824, 0.693)  0.02
H (-6.162, -1.937, -0.083)  0.04
C (-4.439, 1.514, 4.428)  -0.26
S (-4.098, 1.762, 2.683)  0.83
O (-5.098, 0.954, 1.926)  -0.57
C (-2.552, 0.848, 2.661)  -0.26
H (-5.396, 1.979, 4.654)  0.05
H (-4.489, 0.447, 4.650)  0.05
H (-3.655, 1.991, 5.016)  0.05
H (-2.730, -0.175, 2.998)  0.06
H (-1.831, 1.346, 3.310)  0.05
H (-2.175, 0.845, 1.640)  0.03
C (-7.730, -1.685, 2.748)  -0.27
S (-7.226, -2.239, 4.380)  0.80
O (-5.751, -2.430, 4.350)  -0.56
C (-7.978, -3.866, 4.254)  -0.27
H (-7.325, -0.686, 2.586)  0.04
H (-7.337, -2.365, 1.993)  0.05
H (-8.818, -1.652, 2.700)  0.06
H (-7.562, -4.394, 3.396)  0.06
H (-9.058, -3.757, 4.151)  0.05
H (-7.752, -4.411, 5.168)  0.05